The following is a DFT calculation (ωB97M-V with the def2-TZVPD basis set) of a structure of composition C21H19AuF6N3O7PS5.

Structure (XYZ):
```
63
Properties=species:S:1:pos:R:3
Au -0.71739 -0.29918 1.18888
F 2.25978 2.03500 2.55298
C 3.17962 1.11898 2.26497
F 3.09611 0.11811 3.13249
F 4.38757 1.66863 2.35256
S 2.89834 0.47999 0.55296
O 1.68887 -0.32213 0.65995
O 4.09173 -0.19993 0.18274
N 2.72241 1.80039 -0.27124
S 1.36916 2.47248 -0.64424
O 1.31753 3.86744 -0.36159
O 0.19910 1.67743 -0.31412
C 1.43334 2.37360 -2.48772
F 0.28600 2.85576 -2.98664
F 2.44274 3.08211 -2.97509
F 1.56720 1.10370 -2.88335
C -4.10002 0.06380 0.34429
P -2.43975 0.77000 0.14755
C -2.20577 0.63328 -1.63700
C -1.31238 -0.27238 -2.19632
C -1.25921 -0.42561 -3.57307
C -2.08407 0.32942 -4.39260
C -2.97494 1.23711 -3.83686
C -3.04434 1.38344 -2.46148
C -2.53004 2.47745 0.68147
C -3.05306 2.73984 1.94833
C -3.11790 4.04435 2.40451
C -2.65430 5.08165 1.60772
C -2.12196 4.81872 0.35395
C -2.05278 3.51737 -0.11270
H -4.79462 0.76815 -0.11612
H -4.37844 -0.08069 1.38372
H -4.14809 -0.88251 -0.19370
H -0.63987 -0.85080 -1.57384
H -0.55136 -1.12177 -4.00269
H -2.02810 0.21724 -5.46740
H -3.61513 1.83360 -4.47301
H -3.74272 2.09485 -2.03620
H -3.37205 1.92871 2.59016
H -3.51042 4.24609 3.39183
H -2.69148 6.09927 1.97413
H -1.73404 5.62279 -0.25649
H -1.60591 3.31591 -1.07604
O -0.40680 1.17780 3.64615
S -0.53406 -0.22504 3.96661
O -0.76064 -0.62612 5.31295
O 0.38670 -1.07659 3.17568
S -2.26842 -0.80109 2.76909
N -0.33912 -7.42411 -1.18962
C 0.34096 -6.87059 -0.17097
S 1.30406 -7.73649 0.83147
C 0.13665 -5.39793 -0.01190
C -1.05187 -4.77664 -0.38956
C -1.17595 -3.41135 -0.20834
N -0.20804 -2.65162 0.29443
C 0.92895 -3.24361 0.66563
C 1.13743 -4.60677 0.53829
H -0.23688 -8.41159 -1.35113
H -0.81849 -6.86723 -1.87493
H -1.89652 -5.33202 -0.77514
H -2.09805 -2.90694 -0.48004
H 1.68947 -2.59701 1.08086
H 2.06536 -5.05503 0.86127
```

Calculated values
Lowest unoccupied orbital energy ... -2.54 eV
M ... 927.7 g/mol
Charge ... 0
Energy ... -124348.8103 eV
Relative energy (zero: lowest compared OMol25 entry of this formula, charge and spin) ... 14.7 kJ/mol